# 1
Here is 15 unconnected molecules or ions with the total composition C3H35O15 at a distorted geometry from the Open Molecules 2025 dataset. Energies are from the ωB97M-V functional and the def2-TZVPD basis.

```
53
Properties=species:S:1:pos:R:3:forces:R:3:lowdin_charge:R:1
C 6.425000 17.887000 6.322000 -0.1 1.1 0.7 -0.04
C 5.995000 16.714000 7.177000 -0.5 -3.3 -2.8 -0.54
C 4.941000 16.831000 8.227000 1.3 1.6 1.1 -0.06
O 5.438000 15.832000 6.236000 -0.3 -0.6 -0.2 -0.35
H 7.315000 17.818000 5.709000 0.4 -0.8 0.3 0.06
H 6.559000 18.751000 6.940000 0.2 1.1 0.4 0.06
H 5.675000 18.104000 5.558000 -0.4 0.0 0.4 0.07
H 6.795000 16.055000 7.572000 0.7 1.2 0.4 0.11
H 5.128000 17.761000 8.720000 -0.5 1.2 0.8 0.07
H 5.070000 16.106000 9.001000 0.0 -0.9 0.4 0.05
H 3.944000 16.764000 7.872000 -0.8 0.1 -0.5 0.06
O 7.903000 15.069000 5.121000 1.8 -0.2 -0.9 -0.06
H 8.186000 15.881000 4.677000 -0.5 -0.3 0.2 0.01
H 7.194000 15.290000 5.715000 -1.1 0.4 0.1 -0.04
O 3.601000 15.914000 11.340000 -1.1 -0.9 -0.3 -0.03
H 4.006000 16.734000 11.550000 0.9 0.9 0.4 0.04
H 4.189000 15.176000 11.502000 0.3 0.1 0.0 0.05
O 8.013000 17.910000 2.978000 0.7 0.5 1.2 -0.04
H 8.144000 17.655000 2.077000 0.1 -0.4 -0.9 0.04
H 8.904000 17.931000 3.379000 -0.7 0.0 -0.4 0.06
O 8.026000 16.127000 9.807000 1.1 -0.1 1.2 -0.02
H 7.618000 16.918000 9.509000 -0.5 1.3 -0.5 0.03
H 7.464000 15.465000 9.448000 -0.8 -1.1 -0.5 0.02
O 3.247000 14.409000 6.855000 -0.8 -2.9 0.5 -0.02
H 3.917000 15.056000 6.781000 1.8 2.0 -1.0 -0.03
H 2.397000 14.772000 6.991000 -1.1 1.0 0.1 0.02
O 2.891000 18.857000 6.472000 -1.5 1.6 -0.8 -0.01
H 3.692000 18.432000 6.630000 2.0 -1.4 0.5 -0.02
H 2.270000 18.613000 7.159000 -0.4 -0.2 0.3 0.00
O 5.008000 16.346000 3.681000 -0.5 -0.8 -0.3 -0.09
H 5.337000 16.294000 4.602000 -0.1 -0.1 0.1 -0.03
H 5.327000 17.114000 3.224000 0.2 0.7 0.0 -0.05
O 9.487000 14.732000 7.885000 0.4 -0.4 0.1 -0.06
H 10.174000 14.311000 8.411000 0.1 -0.2 -0.2 0.03
H 9.122000 15.346000 8.523000 -0.2 0.6 0.1 -0.03
O 3.593000 20.407000 4.313000 1.0 0.5 -1.7 -0.03
H 3.607000 19.943000 5.127000 -0.4 -0.9 1.5 -0.02
H 2.952000 21.091000 4.421000 -0.6 0.6 0.1 0.03
O 6.075000 13.303000 6.629000 0.5 -2.8 0.5 -0.04
H 6.499000 13.364000 7.478000 0.4 0.0 0.4 0.01
H 5.794000 14.177000 6.440000 -0.9 2.4 -0.6 -0.06
O 0.907000 17.797000 8.159000 0.3 0.5 -0.3 -0.06
H 0.017000 17.701000 8.477000 -0.6 0.2 0.1 0.03
H 1.319000 16.978000 8.469000 0.1 -0.4 0.2 -0.02
O 5.359000 19.000000 2.523000 0.1 -0.9 -1.8 -0.04
H 6.292000 19.081000 2.675000 0.5 0.2 0.6 -0.01
H 4.841000 19.437000 3.174000 -0.6 0.9 1.1 -0.02
O 1.772000 15.574000 9.234000 -0.2 -0.6 0.6 -0.07
H 2.611000 15.684000 9.707000 0.2 0.2 0.0 0.01
H 1.417000 14.830000 9.749000 -0.1 0.2 -0.5 0.08
O 3.544000 13.556000 9.447000 -1.4 -0.5 2.0 -0.03
H 3.503000 13.983000 8.610000 -0.5 0.6 -2.3 -0.03
H 4.456000 13.442000 9.545000 2.2 -0.7 0.3 0.00
```
Positions in Å, forces in eV/Å.

Computed properties:
* charge: -1
* orbital gap: 7.06 eV
* relative energy (zero: lowest compared OMol25 entry of this formula, charge and spin): 50.6 kcal/mol
* HOMO energy: -4.90 eV

=====

# 2
Here is 16 unconnected molecules or ions with the total composition C3H35O16S at a distorted geometry from the Open Molecules 2025 dataset. Energies are from the ωB97M-V functional and the def2-TZVPD basis.

```
55
Properties=species:S:1:pos:R:3:forces:R:3:lowdin_charge:R:1
O -2.363192 -0.499182 -1.066304 0.2 -0.8 0.2 -0.02
C -2.210385 -1.707630 -1.298663 0.1 3.4 0.1 -0.26
C -1.588857 -2.099670 -2.575936 2.7 -0.4 -0.5 -0.24
C 0.000591 -1.748891 -2.613647 -0.8 -0.9 1.6 -0.58
S 0.678694 -2.749159 -1.173674 0.0 0.5 -0.6 0.36
H -2.634672 -2.382913 -0.594062 -0.1 -1.1 0.4 0.10
H -1.676358 -3.153043 -2.654152 0.0 -1.2 -0.4 0.07
H -2.148887 -1.666860 -3.362886 -0.6 0.7 -1.0 0.09
H 0.693853 -1.861489 -3.470051 -1.3 -0.6 -0.2 0.05
H 0.106204 -0.711753 -2.364512 -0.2 0.8 0.4 -0.01
H 2.588936 1.524935 -2.752597 -2.7 -0.7 0.3 -0.04
H 3.567145 2.545793 -2.382251 0.2 -0.5 -0.4 0.05
O 3.477867 1.720004 -2.895666 2.4 1.2 0.2 -0.04
H -1.510693 -4.685290 0.581084 1.1 0.1 0.7 -0.01
H -1.373722 -4.171573 -0.884190 0.4 -0.2 0.9 -0.05
O -1.975003 -4.583270 -0.226837 -1.3 -0.1 -1.5 -0.10
H -2.948907 1.858286 2.245471 0.0 0.4 1.1 0.03
H -2.358056 3.068137 2.716203 1.2 1.9 -0.3 0.00
O -2.816752 2.356456 3.093372 -1.4 -2.1 -0.4 -0.06
H -0.061604 2.397346 -2.798191 -0.1 0.3 0.3 0.02
H 0.042030 1.770611 -1.399709 0.9 1.0 -1.0 0.07
O 0.545087 2.368179 -2.028517 -0.6 -1.0 1.1 -0.08
H 1.662443 -0.306473 4.642766 0.4 -2.4 3.4 -0.02
H 2.085733 0.015867 3.380014 -1.4 1.0 0.0 0.06
O 1.383603 0.304651 4.036024 1.0 1.0 -3.3 -0.04
H -2.404973 -0.192762 1.691812 -1.8 0.1 -2.6 -0.04
H -1.979103 0.157369 2.954371 1.1 -1.5 -0.3 0.07
O -1.822114 -0.580994 2.286567 0.7 0.8 3.3 -0.03
H -2.250722 1.782327 -2.887623 0.2 -0.2 0.6 0.01
H -0.979045 0.900190 -3.414297 -2.0 1.6 -0.1 0.07
O -1.562771 1.723279 -3.559158 1.7 -1.6 -0.7 -0.09
H 1.085135 -2.110336 2.571787 4.2 -2.3 -0.6 0.13
H 1.970599 -2.919096 1.577072 -0.3 -0.8 -2.5 -0.06
O 2.059390 -2.631203 2.449955 -3.5 3.2 2.9 -0.13
H -3.845037 2.891988 -1.347658 0.6 -0.1 1.0 0.06
H -2.503777 2.738702 -0.405280 0.1 -1.2 2.6 -0.06
O -2.889965 2.954180 -1.211094 -1.3 1.5 -4.5 -0.04
H 0.827179 3.878110 -0.744375 0.7 -0.3 0.6 -0.01
H 1.442522 4.578836 0.678109 -0.4 -1.0 -1.3 0.03
O 0.877636 4.620231 -0.122111 -0.3 1.2 0.6 -0.09
H 3.009920 -1.787534 -1.685075 -1.9 -0.5 0.1 -0.09
H 4.043347 -0.695301 -1.975911 0.0 1.6 -0.4 -0.01
O 3.920241 -1.610422 -1.829516 1.7 -1.2 0.2 -0.06
H -1.124319 -4.246851 2.684217 -3.5 -3.0 -1.1 -0.03
H -0.920311 -2.843099 3.129347 -2.0 2.9 0.6 -0.02
O -0.527330 -3.630533 2.912080 5.0 0.1 0.6 0.03
H 3.348854 -0.644507 0.086015 0.0 0.6 0.2 0.00
H 3.812685 -1.269820 1.313549 -0.4 1.7 0.1 0.06
O 3.606495 -0.343909 0.980427 0.3 -2.1 0.0 -0.10
H -1.031107 2.322502 0.888677 0.3 -1.6 -0.2 0.11
H -1.742691 0.868282 0.398859 1.5 -3.1 -1.5 -0.02
O -1.779138 1.728362 0.692236 -0.9 4.6 1.6 -0.03
H 1.820539 2.520467 3.287475 0.5 -0.2 2.3 0.00
H 2.534529 1.874384 2.063861 2.6 -1.9 -0.5 -0.02
O 1.838233 2.364089 2.382592 -3.0 2.3 -2.3 0.00
```
Positions in Å, forces in eV/Å.

Computed properties:
* charge: -1
* orbital gap: 6.72 eV
* relative energy (zero: lowest compared OMol25 entry of this formula, charge and spin): 129.5 kcal/mol
* HOMO energy: -4.34 eV

=====

# 3
Here is 14 unconnected molecules or ions with the total composition C3H36NO14 at a distorted geometry from the Open Molecules 2025 dataset. Energies are from the ωB97M-V functional and the def2-TZVPD basis.

```
54
Properties=species:S:1:pos:R:3:forces:R:3:lowdin_charge:R:1
C 0.304276 2.160222 0.815718 -1.7 -1.1 1.7 -0.04
C 1.010204 3.330094 -0.052190 2.8 0.6 0.9 -0.24
C 2.254674 3.902238 0.752088 -1.0 -0.2 0.6 0.02
O 1.446807 2.513103 -1.057467 2.2 0.3 -0.8 0.15
N -0.204715 1.034091 0.007238 1.3 -1.7 0.7 0.19
H 1.120279 1.798601 1.461272 -0.2 -0.2 -0.3 0.11
H -0.534415 2.463310 1.482918 0.6 0.6 -0.7 0.15
H 0.195174 4.051750 -0.388944 0.4 -1.1 0.1 0.20
H 2.021659 4.782108 1.351238 -0.5 -0.2 0.2 0.10
H 2.961333 4.306283 0.060326 0.5 0.1 -0.9 0.09
H 2.808724 3.186248 1.436807 -1.0 0.4 -1.0 0.13
H 2.484157 2.321568 -1.042482 -2.5 0.7 0.1 0.25
H 0.623364 0.547653 -0.426196 -1.1 -0.1 0.6 0.15
H -0.873223 1.174452 -0.740890 -0.3 0.9 -0.2 0.14
H -0.699276 0.334746 0.658672 0.1 -0.1 -0.4 0.15
H -1.258136 -3.886798 2.560247 0.2 -0.2 -0.3 0.09
H -0.460445 -3.840034 1.187190 -0.1 -0.6 -0.2 0.03
O -1.110085 -3.399371 1.741276 -0.1 0.1 1.0 -0.02
H -1.432120 -1.651211 -0.226698 0.1 -0.8 -0.6 0.01
H -1.547616 -1.985846 1.352958 -0.5 1.1 -2.4 0.06
O -1.818161 -1.314197 0.571318 0.6 0.6 2.5 -0.12
H -2.528379 3.332675 -1.321890 0.9 -0.3 1.6 0.10
H -2.133370 4.374229 -0.326982 0.0 0.7 0.5 0.06
O -2.068214 3.426195 -0.417312 -0.6 -0.2 -2.3 -0.07
H -5.129143 2.183118 -0.865627 -0.2 -0.1 -0.1 0.08
H -4.046726 2.579321 0.129374 -0.2 -0.3 -0.1 0.05
O -4.290379 1.883212 -0.502799 -0.2 1.2 0.8 -0.06
H -2.242937 1.534500 -3.091988 -1.0 -2.0 0.9 -0.04
H -1.298096 2.060229 -4.131541 -0.2 0.1 -0.2 0.05
O -2.059357 2.296135 -3.588897 0.9 1.7 -0.6 -0.02
H 2.181192 -4.236338 -3.394109 -0.1 0.0 -0.2 0.07
H 0.840074 -3.497381 -3.592362 -0.2 -0.3 -0.2 0.06
O 1.692939 -3.440001 -3.161268 0.3 0.1 0.3 -0.04
H 3.155491 -4.598597 0.986970 0.0 0.0 -0.1 0.07
H 3.285676 -3.885418 -0.367939 0.5 -0.2 -0.1 0.04
O 2.687271 -4.409520 0.163634 -0.5 0.1 0.2 -0.03
H 3.522095 -0.952695 0.017144 0.2 0.1 -0.3 0.03
H 2.489256 -1.413077 0.992262 0.2 0.2 0.0 0.03
O 3.222607 -0.782582 0.910124 -0.5 0.0 0.5 -0.06
H -2.232362 0.027774 3.107167 0.0 0.2 -0.1 0.05
H -0.978064 0.654857 3.762502 -0.6 0.1 -0.8 0.07
O -1.595409 0.746621 2.998717 0.9 -0.1 0.5 -0.06
H 1.114239 -1.692463 -1.944959 0.1 -0.2 -0.3 0.03
H 1.833807 -2.579146 -0.989273 -0.3 -0.2 0.0 0.00
O 1.450010 -1.696018 -1.047580 -0.1 0.6 0.3 -0.07
H 2.553319 1.178325 3.985712 0.3 -0.3 0.0 0.06
H 2.319827 0.021512 2.924675 0.1 0.8 0.7 0.04
O 1.893484 0.737561 3.444671 -0.4 -0.4 -1.0 -0.05
H -4.079658 -0.314705 -1.288856 1.0 0.3 -0.7 0.08
H -2.902493 0.532333 -0.965940 -0.3 0.2 0.4 -0.03
O -3.242957 0.021511 -1.694421 -0.2 -1.3 -0.4 -0.08
H -0.881770 -5.576402 -1.134299 -0.3 -0.5 -0.3 0.04
H 0.577603 -5.322197 -0.570497 -2.4 0.6 0.0 0.08
O -0.402021 -5.022577 -0.528810 3.0 0.0 0.4 -0.07
```
Positions in Å, forces in eV/Å.

Computed properties:
* charge: +2
* 2S+1: 2
* orbital gap (spin up / spin down): 9.69 / 3.51 eV
* HOMO energy (spin up / spin down): -15.78 / -15.77 eV

=====

# 4
Here is 16 unconnected molecules or ions with the total composition C3H36NO16S at a distorted geometry from the Open Molecules 2025 dataset. Energies are from the ωB97M-V functional and the def2-TZVPD basis.

```
57
Properties=species:S:1:pos:R:3:forces:R:3:lowdin_charge:R:1
O -1.117382 -1.100797 -2.276940 1.4 -0.2 -0.3 -0.31
C -2.015507 -0.936534 -1.377598 -2.4 0.8 2.5 -0.64
C -1.617888 -1.390380 0.164431 1.4 -1.4 -3.1 -0.41
C -2.811532 -2.262641 0.440284 -2.3 1.8 0.1 -0.41
S -3.539760 -2.176592 -1.292702 0.9 0.3 0.7 0.78
N -0.360676 -2.137838 0.143377 0.9 -1.7 0.4 0.04
H -2.503530 0.125610 -1.449829 0.5 -1.5 0.6 0.12
H -1.298458 -0.570908 0.733295 -1.0 1.5 1.3 0.08
H -2.774857 -3.282125 0.762468 0.9 -0.5 0.2 0.05
H -3.470786 -1.734918 1.165787 0.1 -0.4 -0.5 0.07
H 0.222334 -2.003441 -0.678505 -0.3 0.3 -0.1 0.05
H -0.412426 -3.162591 0.299466 -0.4 1.1 -0.2 0.10
H 1.762750 -0.475600 -2.553956 0.2 0.1 -0.1 0.01
H 0.610031 -1.430796 -2.838018 1.5 -0.3 0.7 0.05
O 1.594213 -1.421624 -2.608234 -1.3 0.2 -0.4 -0.07
H 3.128707 3.894372 0.722722 1.5 -0.6 -2.7 0.10
H 3.325358 2.849861 -0.472822 -0.1 0.3 0.3 -0.02
O 3.622073 3.733228 -0.182398 -1.4 0.5 2.5 -0.12
H 0.498388 -1.122972 1.926567 1.1 0.5 1.3 0.06
H 0.566858 -0.945928 3.453217 -1.4 -0.8 2.1 0.00
O 1.015537 -0.699209 2.692832 0.9 -0.4 -4.1 -0.07
H 1.467583 0.982781 3.369840 1.8 -3.9 -1.9 -0.09
H 0.533479 2.101420 2.947444 2.6 -0.8 2.6 0.10
O 1.162451 1.723956 3.768847 -4.2 5.3 -0.8 -0.11
H -0.141487 3.310726 0.818427 0.1 0.2 0.5 0.00
H 0.950032 2.266528 0.640857 -0.5 -0.1 0.7 0.03
O 0.146716 2.472653 1.170170 1.2 -1.3 1.1 -0.08
H -0.647028 0.687023 3.231528 -0.2 -0.5 0.4 0.02
H -1.374606 0.227913 4.505870 0.0 0.0 -0.5 0.08
O -1.327354 0.054893 3.550198 -0.3 0.6 0.5 -0.07
H -2.480863 0.953938 2.348766 0.8 -2.1 1.7 -0.04
H -3.182942 0.622722 0.864392 0.6 0.0 1.5 0.05
O -2.851860 1.233208 1.552590 -1.7 2.3 -3.3 -0.04
H -1.951202 2.928552 0.411968 0.6 -0.3 -2.1 0.08
H -1.230639 2.192595 -0.830310 -0.4 1.3 0.6 0.03
O -1.553075 3.083124 -0.509093 -1.4 -0.7 0.8 -0.12
H 1.304491 3.981558 -0.455795 -0.1 1.2 0.0 0.02
H -0.180723 4.208388 -0.369805 -0.3 0.7 -0.8 -0.01
O 0.657606 4.700372 -0.269842 0.5 -0.8 -0.3 -0.08
H -1.496808 -1.655887 -3.673958 0.5 0.3 0.7 -0.06
H -2.501046 -0.966693 -4.434369 -1.4 0.9 -0.2 0.01
O -1.739298 -1.485787 -4.589069 0.6 -1.1 -1.8 -0.07
H 3.169729 -2.992448 1.952620 -1.6 -1.8 -1.5 -0.04
H 3.708588 -1.717106 2.197840 0.2 1.0 0.0 0.01
O 3.641618 -2.569722 2.612519 1.5 0.7 1.9 -0.03
H 2.392114 0.691497 -0.072624 -1.3 1.0 -1.0 0.09
H 1.232849 1.502952 -1.014441 -1.4 -1.5 -0.2 -0.05
O 2.096558 1.469140 -0.620739 3.6 -0.1 1.8 -0.07
H 3.037764 -2.610248 0.178265 -0.2 1.3 -1.1 0.05
H 2.728357 -1.278285 -0.796927 1.1 -2.1 1.9 0.06
O 3.273875 -1.672229 -0.009376 -1.1 0.8 -1.4 -0.11
H -0.924939 -3.355130 -2.178910 -0.1 -1.0 -1.2 0.00
H -1.204379 -3.482394 -3.720334 0.6 -1.5 2.0 0.06
O -0.909674 -4.039314 -2.908832 -0.5 2.3 -0.9 -0.13
H -0.530785 0.284107 -2.001842 0.0 -0.8 0.2 0.01
H 0.332531 1.276241 -2.661868 -0.1 0.6 0.1 0.10
O -0.031080 1.120779 -1.777451 -0.4 0.5 -1.3 -0.06
```
Positions in Å, forces in eV/Å.

Computed properties:
* charge: -1
* orbital gap: 8.49 eV
* relative energy (zero: lowest compared OMol25 entry of this formula, charge and spin): 119.1 kcal/mol
* HOMO energy: -6.16 eV

=====

| no. | E_tot (eV) | molecular weight (g/mol) |
| --- | --- | --- |
| 1 | -34392.5027 | 311.30 |
| 2 | -47273.8540 | 359.36 |
| 3 | -33831.5709 | 310.31 |
| 4 | -48780.9672 | 374.38 |